This record from the OMol25 dataset describes C9H10BNO2 in the gas phase. The level of theory is ωB97M-V with the def2-TZVPD basis set.

Results
strongest force on any atom: 6.38 eV Å⁻¹
2S+1: 1
energy relative to the best compared isomer or geometry (same formula, charge and spin): 0.000 eV
orbital gap: 8.1 eV
LUMO: 0.24 eV

Last columns: bonded neighbours and bond lengths (Å).
Atoms and positions in Å:
1 O 0.67558 -1.64641 -2.69616  B13 1.339, H23 0.964
2 O -1.45616 -0.56972 -2.39598  B13 1.400, H18 0.933
3 N 0.36726 1.41820 -0.02228  C5 1.407, C10 1.418, C11 1.315
4 C -0.48660 -2.17041 0.44491  C6 1.420, C8 1.355, H19 1.090
5 C 0.56933 2.26324 1.08379  N3 1.407, C7 1.370, H15 1.134
6 C -0.50126 -2.18950 1.86425  C4 1.420, C9 1.368, H22 1.103
7 C 0.43930 1.48385 2.20270  C5 1.370, C12 1.409, H14 1.097
8 C -0.08256 -1.14479 -0.34355  C4 1.355, C11 1.570, B13 1.573
9 C -0.17861 -1.03490 2.52336  C6 1.368, C12 1.403, H21 1.048
10 C 0.54658 1.96938 -1.31619  N3 1.418, H16 1.178, H17 1.111, H20 1.085
11 C 0.11469 0.20855 0.42765  N3 1.315, C8 1.570, C12 1.422
12 C 0.13040 0.15584 1.84884  C7 1.409, C9 1.403, C11 1.422
13 B -0.25756 -1.10124 -1.90576  O1 1.339, O2 1.400, C8 1.573
14 H 0.52529 1.85759 3.23054  C7 1.097
15 H 0.46446 3.38392 0.94363  C5 1.134
16 H 1.61336 1.87952 -1.80842  C10 1.178
17 H 0.37774 3.06693 -1.30422  C10 1.111
18 H -1.51696 -0.21157 -3.25587  O2 0.933
19 H -0.54343 -3.16988 0.01316  C4 1.090
20 H -0.27826 1.59922 -1.91587  C10 1.085
21 H -0.31848 -1.02881 3.56217  C9 1.048
22 H -0.64527 -3.13130 2.41932  C6 1.103
23 H 0.44118 -1.88770 -3.60001  O1 0.964